Arrangement 1

DFT (ωB97M-V/def2-TZVPD) results for a cluster of 4 separate species, C4H15NO4 in total.

Values from the calculation:
SMILES: CCNC(C)=O.O.O.O

Each line ends with the Löwdin charge.
Cartesian coordinates (Å):
1 O -1.8990 -1.6987 0.0136  0.0408
2 O 0.2917 2.5794 -1.8325  -0.0894
3 O 0.4046 -2.9286 -1.2909  -0.0662
4 O 1.8483 -0.9518 -2.1944  -0.0463
5 N 0.0690 -0.5693 0.2055  -0.0160
6 C 0.6532 0.2463 2.5820  -0.0594
7 C -2.0487 0.6615 0.4414  -0.0196
8 C 0.9051 0.3792 0.9631  -0.2613
9 C -1.3290 -0.6416 0.1971  -0.5524
10 H -0.0960 3.0134 -1.0650  0.0220
11 H -0.0938 -2.3097 -1.8509  0.0365
12 H 0.1100 1.5969 -1.6335  0.0423
13 H -3.0155 0.5145 0.8974  0.0645
14 H 2.2325 -0.1317 -2.3250  -0.0048
15 H 0.5741 -1.4703 -0.1343  0.1269
16 H 1.9765 0.2986 0.5586  0.1193
17 H 0.8660 -0.7286 -2.3213  0.0689
18 H 0.0508 -0.7205 2.6780  0.0926
19 H -1.4673 1.5500 1.0422  0.1137
20 H 1.6096 0.3594 2.9841  0.0134
21 H -2.2330 1.2252 -0.5830  0.1151
22 H -0.3510 -3.0586 -0.7042  0.0316
23 H 0.8923 1.4765 0.4907  0.1068
24 H 0.0495 1.3084 2.8814  0.1210


Arrangement 2

DFT (ωB97M-V/def2-TZVPD) results for a cluster of 4 separate species, C4H15NO4 in total.

Values from the calculation:
SMILES: CCN(C)C=O.O.O.O

Each line ends with the Löwdin charge.
Cartesian coordinates (Å):
1 O 1.8801 -2.0251 0.9991  -0.0664
2 O 2.5083 0.5276 1.8389  -0.0764
3 O 1.8124 2.5366 0.0075  -0.0994
4 O -0.7918 -2.0408 0.4883  -0.0215
5 N -1.0034 -0.2303 -0.8850  -0.1242
6 C -1.4115 -1.0566 0.0803  -0.2928
7 C 0.2861 -0.4187 -1.5119  -0.0259
8 C -1.6122 1.0791 -1.1144  -0.2087
9 C -3.0302 1.2377 -0.6026  -0.0922
10 H 2.0089 0.5984 2.6592  0.0532
11 H -1.5562 1.2795 -2.1900  0.1210
12 H -3.6810 0.4496 -0.9608  0.0772
13 H -3.0878 1.2585 0.4827  0.0746
14 H 2.6384 3.0077 -0.1711  0.0337
15 H 2.3336 -0.3921 1.5199  0.0105
16 H -3.4169 2.1695 -0.9915  0.0750
17 H 2.0588 1.8271 0.6464  -0.0126
18 H 1.0660 0.1487 -1.0054  0.0852
19 H -0.9692 1.8381 -0.6657  0.1184
20 H -2.3927 -0.8356 0.5061  0.1303
21 H 0.9162 -2.0560 0.8093  0.0032
22 H 0.5553 -1.4661 -1.5046  0.0897
23 H 2.0534 -2.8111 1.5185  0.0557
24 H 0.2422 -0.0808 -2.5419  0.0923


The structure with the least stability is arrangement 1.


Arrangement 1

DFT (ωB97M-V/def2-TZVPD) results for the ion C6H12O with charge +1.

Values from the calculation:
Spin multiplicity: 2
Total charge: +1
⟨S²⟩: 0.76

Each line ends with the Löwdin charge.
Cartesian coordinates (Å):
1 O 3.0627 2.5517 0.2718  0.0178
2 C -2.1185 -2.3105 -0.5280  -0.0963
3 C 2.4447 1.3435 0.5295  -0.2154
4 C -1.0083 0.0227 -0.3980  -0.1721
5 C -1.3099 -1.2984 0.2442  -0.2505
6 C -0.1336 1.0124 0.3015  0.0600
7 C 1.0788 1.2489 -0.2131  0.1120
8 H -0.4435 1.4233 1.2542  0.1604
9 H -1.8752 0.7309 -0.5732  0.1795
10 H -0.3313 -1.8040 0.3046  0.1266
11 H 2.3058 1.1471 1.5930  0.1354
12 H -0.7403 -0.1091 -1.4487  0.1324
13 H 3.0617 0.5417 0.1196  0.1429
14 H 3.1631 3.1166 1.0403  0.1204
15 H -3.1633 -2.0761 -0.7538  0.0852
16 H -1.9970 -3.3280 -0.1883  0.0835
17 H -1.6516 -1.2306 1.2799  0.1243
18 H 1.4411 1.2925 -1.2468  0.1657
19 H -1.7853 -2.2746 -1.5886  0.0883


Arrangement 2

DFT (ωB97M-V/def2-TZVPD) results for a cluster of 2 separate species, C6H12O in total.

Values from the calculation:
Spin multiplicity: 2
Total charge: +1
⟨S²⟩: 0.78

Each line ends with the Löwdin charge.
Cartesian coordinates (Å):
1 O 1.9428 -0.5780 -2.2907  -0.0423
2 C -0.3005 -0.5829 0.7876  -0.2104
3 C 0.1667 0.6986 0.4702  -0.0086
4 C -1.5949 -1.1274 0.3338  0.0004
5 C 0.5403 -1.4693 1.6188  -0.0030
6 C -0.4789 1.6298 -0.3486  -0.0846
7 C 0.1415 2.8041 -0.6829  0.1908
8 H 0.7285 -2.4023 1.0809  0.1198
9 H 1.1241 3.0456 -0.3082  0.0981
10 H 1.4913 -1.0147 1.8779  0.0970
11 H -2.1661 -0.4613 -0.2958  0.0789
12 H -1.4666 1.4125 -0.7327  0.1182
13 H 1.4597 -1.1980 -2.8491  0.0479
14 H -1.4500 -2.0805 -0.1799  0.1200
15 H -0.0034 -1.7353 2.5347  0.1237
16 H 1.1253 1.0013 0.8723  0.1368
17 H -2.2053 -1.3494 1.2134  0.1239
18 H -0.3309 3.5251 -1.3395  0.0993
19 H 1.2763 -0.1182 -1.7623  -0.0060


The structure with the least stability is arrangement 1.


Arrangement 1

DFT (ωB97M-V/def2-TZVPD) results for the ion CH8NP2 with charge +1.

Values from the calculation:
Total charge: +1
SMILES: [NH3+]C(P)P

Each line ends with the Löwdin charge.
Cartesian coordinates (Å):
1 P -0.5239 -1.6779 0.0405  0.7952
2 P 2.0253 0.5282 0.0996  0.8426
3 N -0.8126 1.0970 0.1461  0.0432
4 C -0.0168 0.0133 -0.3809  -0.8459
5 H -0.0102 -1.8988 1.4025  -0.0670
6 H -1.8812 -1.5116 0.4447  -0.0964
7 H -1.6771 1.1523 -0.4455  0.1746
8 H 2.5760 0.0806 -1.2027  -0.0754
9 H -0.3934 2.0729 -0.1040  0.1970
10 H -0.0723 -0.0150 -1.5415  0.0908
11 H -1.1376 0.9365 1.0829  0.1427
12 H 1.9239 -0.7775 0.4583  -0.2013


Arrangement 2

DFT (ωB97M-V/def2-TZVPD) results for a structure of composition CH8NP2.

Values from the calculation:
Total charge: +1

Each line ends with the Löwdin charge.
Cartesian coordinates (Å):
1 P 2.2508 -0.1260 0.0513  0.8165
2 P -0.9474 -1.6219 0.4080  0.8027
3 N -0.6067 1.0718 -0.1683  0.0334
4 C 0.0075 -0.3392 -0.5738  -0.6398
5 H 0.1145 1.6143 0.3391  0.1073
6 H 1.8758 -1.0609 1.0394  -0.1646
7 H -1.3951 0.7069 0.5111  0.1257
8 H 2.6237 -1.2032 -0.7497  -0.1474
9 H -0.1055 -2.8274 0.4745  -0.0529
10 H -1.4762 -2.0331 -0.7846  -0.1118
11 H -0.9258 1.6636 -1.0516  0.2110
12 H -0.0740 -0.4051 -1.6204  0.0198


The structure with the least stability is arrangement 2.